(1)
Density functional theory data (ωB97M-V with the def2-TZVPD basis set) for a molecular structure, C28H21F5N5O3RuS at a distorted geometry.

```
64
Properties=species:S:1:pos:R:3:forces:R:3
Ru -0.30560 -0.10408 0.34970 0.0 -0.5 0.3
F 0.01914 6.74275 1.74090 0.0 0.0 0.0
C -0.44637 5.50977 1.70728 0.1 0.2 0.0
C 0.24941 4.52780 1.02420 0.2 0.0 -0.1
F 1.38528 4.81397 0.40319 0.0 0.0 0.0
C -0.25555 3.24600 1.00088 -0.2 -0.1 0.2
F 0.43590 2.29192 0.30414 0.1 0.1 0.0
C -1.42586 2.88759 1.65604 0.4 -0.1 -0.3
S -2.04826 1.24568 1.70131 0.7 -0.5 -0.9
C -2.10591 3.89385 2.32529 -0.1 0.0 0.0
F -3.23722 3.59066 2.95445 0.0 0.0 0.0
C -1.62995 5.19348 2.35249 -0.1 0.0 0.1
F -2.29891 6.13047 2.99463 0.0 0.0 0.0
O 5.59645 -2.09943 -4.23314 0.0 0.0 0.0
N 4.45692 -1.72250 -4.33494 0.0 0.0 0.0
O 3.87816 -1.45735 -5.36673 0.0 0.0 0.0
C 3.68135 -1.60310 -3.07425 0.0 0.0 0.1
C 4.10887 -2.34494 -2.03788 0.1 -0.1 0.0
C 3.40458 -2.33431 -0.79269 0.0 -0.1 0.0
C 3.80583 -3.08333 0.32696 0.0 0.0 0.0
C 3.03260 -3.04990 1.46028 0.0 0.0 -0.1
C 1.86640 -2.27800 1.46441 0.1 -0.1 0.1
N 1.49392 -1.53940 0.43028 -0.8 0.7 0.2
C 2.25785 -1.55450 -0.68033 0.2 -0.1 0.0
C 1.86047 -0.71210 -1.75116 0.1 0.1 -0.2
N 0.82221 0.11863 -1.50757 -1.4 0.3 0.6
C 0.42464 0.95821 -2.45099 0.1 0.1 -0.1
C 1.01978 0.98776 -3.70933 0.1 0.0 0.1
C 2.07280 0.14969 -3.97838 0.0 0.0 -0.1
C 2.54143 -0.72372 -2.97414 0.0 0.1 -0.2
H 4.98517 -2.96823 -2.15659 0.0 0.0 0.0
H 4.71333 -3.67323 0.28652 0.0 0.0 0.0
H 3.29962 -3.61337 2.34282 0.0 0.0 0.0
H 1.22887 -2.25742 2.33347 0.0 0.0 0.0
H -0.37778 1.63739 -2.20537 0.0 -0.1 0.0
H 0.65427 1.67701 -4.45693 0.0 0.0 0.0
H 2.54199 0.15895 -4.94939 0.0 0.0 0.0
C 1.06415 0.83428 3.27060 -0.1 -0.1 0.1
C 0.02601 -0.19768 3.69644 0.1 0.3 0.2
O -0.41755 -0.93552 2.53691 0.0 0.0 -0.7
C -1.36660 -1.98649 2.81671 -0.2 -0.1 0.0
C -1.93797 -2.48015 1.50556 0.0 0.1 0.1
H 0.76314 1.84241 3.54766 0.0 0.0 -0.1
H 1.20226 0.80160 2.18421 0.1 0.1 0.0
H 2.03690 0.63958 3.71887 0.0 0.0 0.0
H -0.83832 0.27137 4.16529 -0.1 0.0 0.0
H 0.44737 -0.91272 4.40550 0.0 -0.1 -0.1
H -2.15541 -1.59670 3.46221 0.0 0.0 0.1
H -0.85133 -2.79030 3.34628 0.1 0.1 0.1
H -2.75764 -1.84402 1.17159 0.0 0.0 0.0
H -2.31427 -3.49781 1.60427 0.0 0.0 0.0
H -1.14715 -2.50607 0.74418 0.0 -0.1 0.0
N -4.90116 -3.52811 -2.51926 0.1 0.1 0.0
C -4.43732 -2.50718 -2.27267 0.0 0.0 0.0
C -3.87157 -1.23047 -1.93330 -0.1 0.0 -0.1
C -4.60861 -0.05355 -2.03758 0.0 0.0 0.0
C -4.00325 1.14026 -1.68315 0.0 -0.1 -0.2
C -2.70807 1.11945 -1.20836 -0.1 0.0 -0.2
N -2.00791 -0.02123 -1.07816 0.4 0.1 1.0
C -2.57331 -1.17048 -1.45515 0.2 -0.1 -0.1
H -5.62880 -0.08196 -2.39649 0.0 0.0 0.0
H -4.53384 2.07816 -1.76453 0.0 0.0 0.0
H -2.21063 2.03990 -0.93935 0.0 0.0 0.1
H -1.97500 -2.06924 -1.38774 0.0 0.0 0.1
```
Positions in Å, forces in eV/Å.

## Properties
Net charge: +2
HOMO level (alpha / beta) in eV: -14.0 / -14.0
Expectation value of S²: 0.870
Multiplicity: 2
E_LUMO (alpha / beta) in eV: -8.5 / -7.6

=====

(2)
Density functional theory data (ωB97M-V with the def2-TZVPD basis set) for 2 unconnected molecules or ions with the total composition C2H8NO at a distorted geometry.

```
12
Properties=species:S:1:pos:R:3:forces:R:3
O -2.04028 2.38865 -0.17264 -0.3 0.0 0.2
H -2.92523 2.04431 0.03943 0.5 0.1 -0.1
C 1.04047 -1.23463 0.64456 -1.2 -1.1 -1.5
C 0.79223 0.07047 -0.15327 -0.5 -1.2 0.6
N -0.56783 0.16500 -0.67478 1.9 1.3 1.7
H 0.31807 -1.33248 1.44720 -0.1 0.0 0.2
H 2.02383 -1.51248 0.99969 0.6 0.6 0.1
H 0.79670 -2.02874 -0.10721 0.0 0.2 0.7
H 1.49966 0.04213 -0.95488 1.0 0.3 -0.7
H 1.06479 0.87873 0.53915 -0.6 0.3 -0.6
H -1.01257 1.08422 -0.40268 -1.3 -0.4 -0.6
H -0.98982 -0.56518 -1.20456 0.0 -0.1 -0.1
```
Positions in Å, forces in eV/Å.

## Properties
Net charge: -1
HOMO level in eV: -2.6
E_LUMO in eV: 4.1

=====

(3)
Density functional theory data (ωB97M-V with the def2-TZVPD basis set) for a molecular structure, C13H20ClN4O5ReSSe4.

```
49
Properties=species:S:1:pos:R:3:forces:R:3
Re -0.13070 0.41027 0.01978 -0.6 -0.5 -0.4
Se 0.70847 1.76773 1.69730 0.5 0.4 0.6
Se 3.03357 2.13674 1.55753 0.1 -0.4 -0.2
Se 3.76789 0.61686 -0.02484 -0.1 0.4 0.4
Se 1.81023 -0.14939 -1.12762 0.4 -0.2 -0.2
N -3.65995 0.90701 -0.51698 0.1 0.0 0.1
C -3.20550 0.99294 0.74087 0.1 0.0 -0.1
N -4.04620 1.41190 1.70087 0.0 0.0 0.0
O -2.03079 0.68917 1.06417 -0.2 0.1 0.0
H -4.57411 1.22431 -0.78163 0.0 0.0 0.0
H -3.02086 0.53987 -1.20577 0.0 0.0 -0.1
H -5.00925 1.63137 1.52411 0.0 0.0 0.0
H -3.68110 1.51304 2.63088 0.0 0.0 0.0
Cl -5.33963 -4.72145 -4.86610 0.0 0.0 0.0
C -4.14146 -3.69175 -4.16746 0.0 0.0 0.0
C -2.93417 -3.50166 -4.82564 0.0 0.0 0.0
C -1.98038 -2.67366 -4.26133 0.0 0.0 0.0
C -2.22086 -2.04310 -3.04334 0.0 -0.1 0.0
C -3.43900 -2.24533 -2.39904 0.0 0.0 0.0
C -4.40454 -3.06692 -2.95810 0.0 0.0 0.0
C -1.15131 -1.16551 -2.47230 -0.1 0.3 0.2
O -0.16772 -0.87022 -3.12128 0.1 0.0 0.1
O -1.38802 -0.72777 -1.24340 -0.1 -0.3 -0.4
H -2.75216 -3.99981 -5.76786 0.0 0.0 0.0
H -1.03240 -2.50806 -4.75551 0.0 0.0 0.0
H -3.64878 -1.74964 -1.45981 0.0 0.0 0.0
H -5.35576 -3.22500 -2.46858 0.0 0.0 0.0
N -1.62320 -2.72956 0.67154 0.1 0.0 0.1
C -0.58716 -2.33797 1.41711 0.0 0.2 -0.2
N -0.16055 -3.10807 2.42302 0.1 -0.1 0.1
O 0.01935 -1.24578 1.22500 0.0 -0.4 0.3
H -2.04145 -3.63527 0.78377 0.0 0.0 0.0
H -1.82927 -2.16818 -0.14656 -0.1 0.1 -0.1
H -0.54244 -4.01808 2.60449 0.0 0.0 0.0
H 0.64349 -2.79938 2.94169 0.0 0.0 0.0
O -0.69683 1.90838 -1.20736 -0.1 0.5 -0.2
S -0.09752 3.04783 -2.06829 0.1 -0.1 -0.1
C 0.73364 2.28876 -3.50490 0.1 0.1 0.0
C 2.22957 2.59509 -3.39918 -0.1 0.0 0.0
C 2.37154 3.85203 -2.53978 0.0 0.0 0.0
C 1.45409 3.63654 -1.34002 -0.1 0.0 -0.1
H 0.27460 2.76507 -4.37151 0.0 0.0 0.0
H 0.48032 1.22752 -3.49497 0.0 0.0 0.0
H 2.66326 2.72335 -4.38958 0.0 0.0 0.0
H 2.73697 1.76442 -2.91320 0.0 0.0 0.0
H 2.07792 4.74405 -3.09891 0.0 0.0 0.0
H 3.39375 4.00307 -2.19422 0.0 0.0 0.0
H 1.24537 4.52288 -0.74502 0.0 0.0 0.0
H 1.82344 2.84187 -0.69177 0.0 0.0 -0.1
```
Positions in Å, forces in eV/Å.

## Properties
Net charge: +1
HOMO level (alpha / beta) in eV: -9.8 / -10.2
Expectation value of S²: 1.110
Multiplicity: 2
E_LUMO (alpha / beta) in eV: -4.5 / -3.0

=====

Ordered ΔE to the lowest compared entry with this formula, charge and spin results: 22.0; 16.6; 0.0; unit kcal/mol.